1.
DFT (ωB97M-V with the def2-TZVPD basis set) results for a cluster of 4 separate species, CH11N2O3 in total in a non-equilibrium geometry.

Values from the calculation:
Energy above the lowest of the compared OMol25 structures with the same formula, charge and spin (kJ/mol): 249.8
Total charge: +1
LUMO (eV): -3.51

Element x y z (Å)
N -0.513 -0.446 -1.509
C 0.491 0.329 -1.801
N 1.687 0.173 -1.197
H -0.048 -1.233 -0.777
H -1.379 -0.181 -1.916
H 0.452 1.019 -2.659
H 2.658 0.114 -1.606
H 1.847 -0.054 -0.143
H -3.005 2.239 -0.247
H -1.625 2.743 -0.067
O -2.264 2.373 -0.769
H -0.662 -2.524 1.180
H 0.380 -1.590 1.340
O -0.132 -2.025 0.692
H -0.054 -0.109 3.154
H 1.392 -0.587 3.528
O 0.776 -0.240 2.798

These are the Löwdin partial charges, in e, on atoms 1 to 4:
1 N 0.19
2 C -0.21
3 N 0.10
4 H 0.18

***

2.
DFT (ωB97M-V with the def2-TZVPD basis set) results for a cluster of 6 separate species, C38H85FN6O in total in a non-equilibrium geometry.

Values from the calculation:
Multiplicity: 2
Total charge: +3
LUMO (spin up / spin down) (eV): -6.09 / -6.09

Element x y z (Å)
F 3.188 -6.589 -6.893
C -1.927 -4.415 -7.244
C -1.167 -3.826 -6.046
N -0.872 -4.866 -5.150
C -1.733 -5.610 -4.296
C -1.081 -6.575 -3.592
N 0.196 -6.622 -4.222
C 0.378 -5.548 -5.015
C 1.288 -7.467 -3.833
H -2.226 -3.576 -7.872
H -2.853 -4.901 -6.935
H -1.443 -5.122 -7.917
H -1.637 -2.994 -5.523
H -0.151 -3.517 -6.295
H -2.734 -5.204 -4.300
H -1.296 -7.323 -2.843
H 1.300 -5.240 -5.487
H 2.280 -7.037 -3.970
H 1.061 -8.436 -4.279
H 1.418 -7.660 -2.769
C 8.840 -8.766 -3.981
C 7.707 -8.417 -4.995
C 7.328 -6.911 -4.725
C 6.269 -6.354 -5.725
N 5.908 -4.830 -5.433
C 5.303 -4.097 -6.655
C 5.448 -2.555 -6.403
C 6.635 -2.447 -5.475
C 7.141 -3.875 -5.161
C 4.935 -4.923 -4.149
H 8.511 -8.660 -2.947
H 9.859 -8.424 -4.161
H 8.852 -9.851 -3.878
H 6.926 -9.071 -4.608
H 7.987 -8.733 -6.000
H 8.243 -6.337 -4.872
H 6.948 -6.739 -3.718
H 5.399 -6.999 -5.843
H 6.804 -6.329 -6.675
H 4.285 -4.478 -6.739
H 5.746 -4.493 -7.569
H 4.549 -2.121 -5.965
H 5.545 -2.216 -7.435
H 6.380 -1.859 -4.594
H 7.497 -2.062 -6.020
H 7.304 -4.041 -4.096
H 7.930 -4.195 -5.842
H 4.280 -5.789 -4.239
H 4.419 -3.964 -4.098
H 5.535 -4.950 -3.239
C 4.493 -1.842 -10.457
C 5.044 -2.615 -11.717
C 4.804 -4.123 -11.961
C 4.907 -4.936 -10.584
N 5.095 -6.427 -10.841
C 5.480 -7.197 -9.565
C 6.040 -8.543 -10.095
C 6.861 -8.162 -11.274
C 6.433 -6.734 -11.727
C 3.782 -7.060 -11.358
H 3.405 -1.910 -10.454
H 4.763 -0.793 -10.576
H 4.879 -2.020 -9.454
H 6.095 -2.356 -11.847
H 4.448 -2.143 -12.498
H 5.480 -4.369 -12.780
H 3.751 -4.281 -12.193
H 4.033 -4.890 -9.935
H 5.720 -4.518 -9.992
H 4.632 -7.110 -8.887
H 6.340 -6.718 -9.097
H 5.181 -9.144 -10.394
H 6.551 -9.035 -9.268
H 6.883 -8.896 -12.079
H 7.900 -8.260 -10.959
H 6.187 -6.686 -12.788
H 7.114 -5.949 -11.396
H 3.771 -8.124 -11.592
H 3.545 -6.553 -12.293
H 3.137 -6.909 -10.491
C 7.871 -15.838 -6.247
C 6.829 -15.026 -5.433
C 6.057 -13.935 -6.167
C 5.631 -12.744 -5.321
N 4.571 -11.783 -6.005
C 3.912 -10.840 -4.918
C 3.637 -9.540 -5.773
C 4.238 -9.623 -7.168
C 5.193 -10.815 -7.155
C 3.502 -12.664 -6.711
H 8.341 -15.123 -6.922
H 7.345 -16.559 -6.873
H 8.695 -16.283 -5.690
H 7.469 -14.496 -4.728
H 6.197 -15.727 -4.888
H 5.232 -14.525 -6.563
H 6.683 -13.691 -7.025
H 6.533 -12.181 -5.079
H 5.121 -13.087 -4.422
H 3.045 -11.239 -4.392
H 4.559 -10.537 -4.096
H 2.594 -9.223 -5.792
H 4.058 -8.724 -5.185
H 3.472 -9.862 -7.905
H 4.662 -8.671 -7.487
H 5.225 -11.329 -8.116
H 6.122 -10.699 -6.597
H 2.656 -11.990 -6.848
H 3.120 -13.460 -6.072
H 3.880 -13.002 -7.676
C -2.468 -7.395 -8.184
N -2.114 -8.891 -8.241
C -2.455 -9.647 -6.929
C -2.969 -9.496 -9.433
C -0.672 -9.292 -8.605
C 0.457 -8.821 -7.697
O 0.540 -7.468 -7.551
H -2.067 -6.959 -7.269
H -3.529 -7.354 -7.936
H -2.294 -6.755 -9.049
H -1.674 -9.236 -6.289
H -2.572 -10.717 -7.104
H -3.380 -9.272 -6.491
H -3.986 -9.165 -9.223
H -2.706 -10.544 -9.578
H -2.663 -8.944 -10.322
H -0.523 -8.941 -9.626
H -0.593 -10.371 -8.475
H 1.433 -8.986 -8.154
H 0.502 -9.402 -6.776
H 1.401 -7.300 -7.161

These are the Löwdin partial charges, in e, on atoms 1 to 4:
1 F -0.55
2 C -0.07
3 C -0.20
4 N -0.13

***

3.
DFT (ωB97M-V with the def2-TZVPD basis set) results for a cluster of 2 separate species, C3H10NS in total.

Values from the calculation:
Energy above the lowest of the compared OMol25 structures with the same formula, charge and spin (kJ/mol): 70.8
Total charge: -1
LUMO (eV): 4.34

Element x y z (Å)
C 0.680 -0.094 2.970
N 1.444 1.041 2.428
H 1.395 -0.805 3.386
H -0.003 0.267 3.737
H 0.108 -0.625 2.203
H 1.896 0.667 1.604
H 0.775 1.632 1.972
C -1.921 -0.542 -2.390
C -0.647 -1.020 -1.651
S 0.267 0.353 -0.805
H -2.313 -1.321 -3.053
H -2.730 -0.280 -1.708
H -1.589 0.337 -2.941
H -0.929 -1.815 -0.961
H 0.038 -1.367 -2.422

These are the Löwdin partial charges, in e, on atoms 1 to 4:
1 C -0.23
2 N -0.10
3 H 0.05
4 H 0.05

***

4.
DFT (ωB97M-V with the def2-TZVPD basis set) results for a structure of composition C32H28CuF3NO3S4 in a non-equilibrium geometry.

Values from the calculation:
Energy above the lowest of the compared OMol25 structures with the same formula, charge and spin (kJ/mol): 100.7
Total charge: -1
LUMO (eV): 2.15

Element x y z (Å)
Cu 1.431 0.562 -0.156
F 5.422 -0.521 4.429
C 5.015 -0.165 3.158
F 5.641 1.029 2.850
F 5.500 -1.139 2.321
C 3.536 -0.031 3.149
C 2.752 -0.212 4.259
C 1.384 -0.269 4.014
C 0.789 -0.137 2.775
N 1.586 0.001 1.721
C 2.891 0.223 1.885
S 3.666 0.857 0.470
H 3.161 -0.277 5.286
H 0.735 -0.345 4.892
H -0.277 -0.323 2.563
O 1.383 -0.474 -1.920
S 2.061 -1.249 -2.982
C 0.661 -2.026 -3.898
C -0.219 -2.951 -3.055
C -1.730 -2.660 -3.195
C -2.231 -1.420 -2.459
S -2.260 -1.333 -0.531
O -0.863 -1.278 -0.074
C -2.917 -2.996 -0.307
C -2.009 -4.021 -0.161
C -2.529 -5.306 0.097
C -3.913 -5.510 0.305
C -4.770 -4.395 0.118
C -4.269 -3.120 -0.097
C 2.839 -2.653 -2.229
C 3.266 -2.603 -0.900
C 4.102 -3.609 -0.417
C 4.563 -4.618 -1.278
C 4.075 -4.684 -2.598
C 3.309 -3.651 -3.106
H 1.102 -2.487 -4.778
H 0.031 -1.176 -4.204
H 0.075 -2.972 -2.003
H -0.039 -3.962 -3.477
H -2.288 -3.552 -2.943
H -1.900 -2.500 -4.279
H -3.335 -1.309 -2.601
H -1.758 -0.517 -2.820
H -0.955 -3.751 -0.174
H -1.867 -6.154 0.214
H -4.315 -6.425 0.732
H -5.826 -4.554 0.085
H -4.887 -2.239 -0.038
H 2.992 -1.749 -0.306
H 4.435 -3.573 0.639
H 5.336 -5.322 -0.937
H 4.318 -5.517 -3.234
H 3.026 -3.600 -4.183
C -2.865 9.358 3.146
C -3.185 8.172 2.292
O -3.743 7.175 2.673
S -2.711 8.373 0.567
C -1.956 6.826 0.369
C -0.656 6.702 -0.127
C -0.165 5.465 -0.370
C -0.945 4.316 -0.058
C -2.289 4.442 0.348
C -2.789 5.706 0.547
C -0.485 2.997 -0.231
C 0.057 1.889 -0.201
H -3.510 9.347 4.013
H -2.971 10.332 2.631
H -1.817 9.263 3.480
H -0.057 7.582 -0.327
H 0.845 5.265 -0.747
H -2.862 3.575 0.540
H -3.821 5.878 0.832

These are the Löwdin partial charges, in e, on atoms 1 to 4:
1 Cu -0.03
2 F 0.07
3 C -0.53
4 F 0.07

***

Total energy across the listed records, respectively: -10330.752; -54458.986; -15599.068; -137401.710 eV.